{
  "formula": "C6H12O2",
  "method": "ωB97M-V/def2-TZVPD",
  "symbols": ["C", "C", "C", "C", "C", "C", "O", "H", "H", "H", "H", "H", "H", "H", "H", "H", "H", "O", "H", "H"],
  "coordinates": [[1.682809, 1.239778, 0.396424], [1.292827, 0.005938, 0.756020], [2.201966, -0.981348, 1.469754], [-0.022850, -0.482033, 0.262152], [-1.078076, 0.332707, 0.148129], [-2.409856, -0.238312, -0.376250], [-3.418160, -0.067602, 0.609610], [2.640818, 1.652478, 0.683896], [0.959663, 1.952188, 0.037586], [3.151367, -0.461979, 1.670416], [1.702627, -1.280074, 2.397528], [2.401861, -1.888441, 0.899108], [-0.300790, -1.527709, 0.289065], [-1.055647, 1.413784, 0.277119], [-2.684210, 0.149636, -1.363088], [-2.176443, -1.300325, -0.302016], [-3.769265, 0.833534, 0.611842], [1.600738, 0.207250, -2.682420], [2.513790, 0.122137, -2.381168], [1.069158, 0.040151, -1.899724]],
  "atomic_forces_ev_per_a": [[-0.1, -0.3, 1.3], [0.5, -0.4, -1.2], [-0.2, 0.9, -0.1], [-0.7, 1.1, 1.7], [-0.9, -0.1, -1.6], [1.4, 0.1, 1.9], [-0.6, 0.3, -0.1], [0.1, -0.1, 0.1], [0.1, 0.0, -0.6], [-0.3, -0.4, 0.2], [0.3, 0.0, 0.0], [-0.1, 0.0, -0.1], [0.6, -0.3, -0.4], [0.3, -0.1, 0.2], [0.0, -0.3, 0.1], [-0.7, -0.2, -1.0], [0.2, -0.2, -0.1], [0.2, -0.1, -0.2], [-0.2, 0.0, 0.0], [0.0, 0.0, 0.2]],
  "nbo_charge": [-0.399, -0.018, -0.638, -0.276, -0.140, -0.099, -0.718, 0.198, 0.197, 0.218, 0.222, 0.219, 0.212, 0.191, 0.181, 0.180, 0.466, -0.942, 0.468, 0.476],
  "energy_ha": -386.2258,
  "smiles": "C=C(C)/C=C/CO.O",
  "relative_energy_ev": 2.5677,
  "orbital_gap_ev": 9.65,
  "homo_energy_ev": -9.0
}

{
  "formula": "C11H17Cl2NO2OsS",
  "method": "ωB97M-V/def2-TZVPD",
  "symbols": ["C", "C", "C", "C", "C", "C", "C", "C", "C", "C", "Os", "Cl", "Cl", "O", "H", "H", "H", "H", "H", "H", "H", "H", "H", "H", "H", "H", "H", "H", "H", "H", "O", "H", "S", "C", "N"],
  "coordinates": [[0.318474, -1.165507, -0.818779], [1.155331, -0.003208, -1.041733], [0.327389, 1.148908, -1.098309], [2.627097, -0.007883, -1.298145], [-1.027274, 0.738198, -0.956843], [-1.065946, -0.696446, -0.776051], [-2.282487, -1.548488, -0.798168], [0.748129, -2.585674, -0.882803], [0.797001, 2.543955, -1.355828], [-2.211945, 1.628692, -1.110745], [-0.068723, -0.202811, 0.984022], [4.775522, 1.504171, 1.773459], [1.969803, -0.775009, 1.719290], [-1.709883, 0.716739, 1.451998], [3.072722, -0.963442, -1.007693], [3.126177, 0.790232, -0.730125], [2.843207, 0.150561, -2.364931], [1.767169, 2.718887, -0.875688], [0.073423, 3.269103, -0.968438], [0.914287, 2.726862, -2.434283], [-2.053798, 2.585715, -0.598607], [-3.114983, 1.150733, -0.720890], [-2.380370, 1.850069, -2.173175], [-3.105130, -1.040487, -0.285655], [-2.090380, -2.496966, -0.292557], [-2.595476, -1.751132, -1.829488], [1.717926, -2.707245, -0.392833], [0.844915, -2.919162, -1.922943], [0.017502, -3.223561, -0.381385], [-1.570870, 1.251433, 2.251306], [-0.784458, -1.925787, 1.722784], [-1.448319, -1.614009, 2.352009], [0.479123, 0.979361, 3.663914], [0.099291, 0.205472, 5.083131], [-0.164439, -0.332270, 6.114182]],
  "atomic_forces_ev_per_a": [[0.4, 0.5, -2.1], [0.2, -0.9, -1.6], [-0.5, -0.6, 0.9], [0.1, 0.1, 0.2], [-0.7, -0.2, -2.2], [0.1, 0.8, -1.9], [-0.3, -0.1, 0.0], [0.2, -0.3, 0.0], [0.1, 0.1, 0.3], [0.0, 0.1, 0.0], [0.3, -1.9, 4.5], [0.2, 0.2, -0.3], [2.2, -0.6, 0.1], [-1.8, 1.7, 0.9], [0.0, 0.3, 0.1], [0.1, -0.3, 0.0], [-0.1, 0.0, 0.0], [-0.2, 0.0, -0.1], [0.2, -0.1, -0.1], [0.0, -0.1, 0.2], [-0.2, -0.2, 0.0], [0.2, 0.2, 0.1], [-0.1, 0.0, -0.1], [0.1, -0.1, 0.0], [-0.1, 0.1, 0.0], [0.0, 0.0, 0.0], [-0.2, 0.0, 0.0], [0.0, 0.0, 0.0], [0.1, 0.0, 0.0], [0.0, -0.3, 0.2], [0.1, 1.0, -0.2], [0.0, -0.1, 0.0], [-0.3, 0.7, 0.8], [-0.8, -1.1, 2.3], [0.6, 1.1, -2.3]],
  "lowdin_spin": [0.035, 0.193, 0.065, 0.027, 0.212, 0.018, 0.004, 0.008, 0.008, 0.034, 2.488, 0.005, 0.310, 0.291, 0.001, 0.003, 0.013, 0.001, 0.000, 0.002, 0.004, 0.001, 0.017, 0.000, 0.000, 0.000, 0.001, 0.001, 0.000, 0.018, 0.099, 0.010, 0.079, 0.019, 0.030],
  "energy_ha": -2043.7672,
  "s_squared": 6.031,
  "relative_energy_ev": 0.8261,
  "charge": -2,
  "spin_multiplicity": 5,
  "orbital_gap_ev": [4.71, 5.55],
  "homo_energy_ev": [-0.4, -1.2]
}